Entry from the Open Molecules 2025 dataset: C8H24LiO4S4 as an isolated structure in a non-equilibrium geometry (ωB97M-V with the def2-TZVPD basis set).

The geometry in XYZ format:
```
41
Properties=species:S:1:pos:R:3:nbo_charge:R:1
S 8.982 31.879 9.645 1.22
S 5.402 31.722 12.781 1.30
S 7.818 37.371 11.507 1.28
S 5.371 34.500 8.046 1.28
O 5.847 32.891 11.984 -1.03
O 7.523 35.882 11.700 -1.06
O 7.878 32.967 9.908 -1.04
O 5.707 35.107 9.437 -1.03
C 6.161 37.842 11.035 -0.81
C 5.006 35.828 7.029 -0.80
C 7.903 38.151 13.092 -0.84
C 6.642 30.473 12.578 -0.85
C 6.801 33.823 7.296 -0.88
C 9.915 32.617 8.313 -0.87
C 4.263 30.893 11.643 -0.81
C 10.071 32.045 10.996 -0.74
Li 6.792 34.328 10.892 0.89
H 7.712 34.344 7.385 0.24
H 7.134 32.897 7.623 0.26
H 6.701 33.495 6.283 0.25
H 5.032 35.430 6.213 0.20
H 5.852 37.556 10.084 0.26
H 5.324 37.494 11.705 0.25
H 6.264 38.954 11.165 0.21
H 10.260 33.671 8.860 0.26
H 5.765 36.573 6.927 0.24
H 3.504 31.754 11.522 0.25
H 10.054 33.220 11.174 0.25
H 6.825 30.390 11.598 0.23
H 3.975 36.511 7.252 0.27
H 8.778 38.198 13.480 0.23
H 4.650 30.351 10.857 0.23
H 3.667 30.275 12.202 0.23
H 9.244 32.754 7.367 0.26
H 7.395 30.553 13.212 0.23
H 10.792 31.835 7.869 0.27
H 7.225 37.869 13.987 0.26
H 9.703 31.591 11.976 0.26
H 7.720 39.202 12.986 0.25
H 6.437 29.392 12.805 0.25
H 10.815 31.729 10.724 0.16
```

Results
Kohn-Sham gap	9.9	eV
E_HOMO	-11.865	eV
energy above the lowest of the compared OMol25 structures with the same formula, charge and spin	80.9	kcal per mole
charge	+1